No. 1
Density functional theory data (the ωB97M-V functional and the def2-TZVPD basis) for C15H27AsFeN4O3SSi2 as an isolated structure in a non-equilibrium geometry.

Each line ends with the Löwdin charge.
Atoms and positions in Å:
Fe  -0.26  -1.23  -0.36  0.382
C  4.75  -2.20  0.60  -0.023
N  3.76  -1.96  1.62  -0.118
C  3.99  -1.53  2.90  -0.013
C  2.79  -1.41  3.51  -0.016
N  1.81  -1.75  2.60  0.017
C  2.43  -2.09  1.42  -0.658
S  1.76  -2.62  -0.02  0.733
C  0.44  -1.81  2.91  -0.240
C  0.06  -2.09  4.22  0.023
C  -1.29  -2.12  4.53  -0.017
C  -2.21  -1.87  3.52  -0.017
C  -1.74  -1.60  2.25  -0.098
N  -0.44  -1.58  1.94  0.060
H  5.73  -2.23  1.06  0.103
H  4.71  -1.40  -0.14  0.103
H  4.54  -3.14  0.10  0.087
H  4.98  -1.35  3.26  0.136
H  2.56  -1.07  4.50  0.126
H  0.80  -2.29  4.98  0.116
H  -1.62  -2.35  5.53  0.123
H  -3.27  -1.87  3.71  0.120
H  -2.41  -1.39  1.43  0.094
O  -2.57  -0.89  -0.68  -0.139
N  -2.64  -1.87  -1.47  -0.573
O  -3.67  -2.22  -1.95  0.134
O  -1.55  -2.44  -1.70  -0.096
C  -0.94  4.41  -0.28  -0.216
Si  -1.80  2.71  -0.40  0.356
C  -2.99  2.64  -1.88  -0.196
C  -2.66  2.18  1.23  -0.222
As  -0.04  1.07  -0.60  0.863
Si  0.40  0.80  -2.95  0.333
C  0.75  2.52  -3.70  -0.209
C  1.96  -0.31  -2.88  -0.245
C  -1.01  -0.11  -3.84  -0.190
H  -1.65  5.22  -0.14  0.031
H  -0.39  4.63  -1.19  0.017
H  -0.23  4.44  0.54  0.023
H  -3.78  3.38  -1.79  0.036
H  -3.47  1.67  -1.94  0.022
H  -2.48  2.83  -2.82  0.014
H  -3.42  2.89  1.54  0.031
H  -1.93  2.08  2.03  0.021
H  -3.14  1.22  1.08  0.009
H  1.47  3.08  -3.11  0.025
H  -0.16  3.12  -3.76  0.014
H  1.15  2.44  -4.71  0.031
H  2.68  0.07  -2.17  0.017
H  2.46  -0.38  -3.84  0.033
H  1.69  -1.32  -2.58  -0.020
H  -1.98  0.34  -3.63  0.020
H  -1.04  -1.15  -3.53  0.009
H  -0.88  -0.10  -4.92  0.041

total charge = +1
relative energy (zero: lowest compared OMol25 entry of this formula, charge and spin) = 56.4 kJ/mol
Kohn-Sham gap (alpha / beta) = 0.30410 / 0.24734 hartree
spin multiplicity = 6

---

No. 2
Density functional theory data (the ωB97M-V functional and the def2-TZVPD basis) for C16H15NV as an isolated structure in a non-equilibrium geometry.

Each line ends with the Löwdin charge.
Atoms and positions in Å:
V  -0.34  1.02  -1.58  0.634
C  1.22  0.85  -2.88  -0.271
H  2.10  0.32  -2.50  -0.020
H  0.88  0.45  -3.84  -0.019
H  1.43  1.93  -2.98  -0.021
H  -1.87  1.71  -0.74  0.072
H  -1.96  1.99  -1.44  0.070
C  -3.11  -2.37  -2.24  -0.087
C  -3.21  -2.80  -0.91  -0.099
C  -2.42  -2.22  0.08  -0.033
C  -1.50  -1.21  -0.28  -0.221
C  -1.43  -0.75  -1.61  -0.185
C  -2.24  -1.31  -2.60  -0.105
C  -0.62  -0.58  0.69  -0.206
C  -0.71  -0.76  2.07  0.004
C  0.22  -0.18  2.89  0.002
C  1.26  0.59  2.33  -0.157
C  2.31  1.14  3.11  -0.033
C  3.34  1.85  2.50  -0.083
C  3.38  2.01  1.10  -0.062
C  2.37  1.47  0.30  -0.009
C  1.29  0.81  0.91  -0.177
N  0.25  0.32  0.14  -0.004
H  -3.73  -2.84  -3.00  0.094
H  -3.92  -3.58  -0.62  0.097
H  -2.50  -2.50  1.13  0.095
H  -2.18  -0.97  -3.63  0.089
H  -1.52  -1.37  2.47  0.106
H  0.20  -0.34  3.97  0.121
H  2.29  0.97  4.18  0.114
H  4.13  2.29  3.12  0.105
H  4.21  2.54  0.64  0.107
H  2.40  1.54  -0.79  0.081

total charge = 0
Kohn-Sham gap (alpha / beta) = 0.21939 / 0.27766 hartree
spin multiplicity = 4

---

No. 3
Density functional theory data (the ωB97M-V functional and the def2-TZVPD basis) for C21H22NO4PtSTe as an isolated structure.

Each line ends with the Löwdin charge.
Atoms and positions in Å:
Pt  -0.94  0.51  -0.22  1.127
C  -1.70  1.26  -2.36  -0.192
C  -2.63  1.41  -1.23  -0.346
C  -2.05  2.34  -0.32  -0.337
C  -0.69  2.59  -0.81  -0.266
C  -0.52  1.97  -2.08  -0.238
C  0.70  2.03  -2.94  0.013
C  0.31  3.46  -0.14  0.014
C  -2.71  3.07  0.80  -0.020
C  -4.02  0.88  -1.19  -0.025
C  -1.98  0.52  -3.61  0.018
H  0.61  2.84  -3.67  0.108
H  0.84  1.10  -3.48  0.091
H  1.59  2.22  -2.35  0.092
H  0.34  4.42  -0.66  0.120
H  1.30  3.03  -0.19  0.101
H  0.05  3.65  0.90  0.086
H  -3.04  4.04  0.42  0.114
H  -2.02  3.24  1.62  0.084
H  -3.57  2.53  1.19  0.072
H  -4.67  1.49  -1.82  0.112
H  -4.42  0.91  -0.18  0.068
H  -4.06  -0.14  -1.56  0.095
H  -2.03  1.24  -4.43  0.123
H  -2.92  -0.02  -3.57  0.094
H  -1.17  -0.18  -3.83  0.085
O  -0.13  -1.24  -2.15  -0.037
C  0.57  -2.20  -1.87  -0.169
C  1.43  -2.33  -0.72  -0.109
C  2.29  -3.44  -0.71  0.054
C  3.20  -3.61  0.30  -0.138
C  3.28  -2.69  1.35  0.036
C  2.43  -1.62  1.38  0.021
C  1.48  -1.41  0.36  -0.308
O  0.67  -0.39  0.53  -0.323
N  4.10  -4.77  0.28  -0.357
O  3.98  -5.55  -0.63  0.086
O  4.90  -4.86  1.19  0.088
H  0.62  -3.05  -2.57  0.139
H  2.26  -4.16  -1.52  0.132
H  4.00  -2.85  2.14  0.129
H  2.45  -0.90  2.19  0.115
Te  -2.23  -0.50  1.78  1.071
C  -0.67  -0.42  3.15  -1.032
C  -0.15  -1.45  3.88  -0.230
C  0.89  -1.03  4.76  -0.178
C  1.14  0.31  4.66  -0.402
S  0.11  1.06  3.52  0.924
H  -0.49  -2.47  3.79  0.108
H  1.42  -1.69  5.43  0.112
H  1.88  0.88  5.20  0.075

total charge = +1
relative energy (zero: lowest compared OMol25 entry of this formula, charge and spin) = 66.2 kJ/mol
Kohn-Sham gap (alpha / beta) = 0.19930 / 0.19922 hartree
spin multiplicity = 1

---

No. 4
Density functional theory data (the ωB97M-V functional and the def2-TZVPD basis) for a 2-piece molecular cluster, C2H3ClN2 overall.

Each line ends with the Löwdin charge.
Atoms and positions in Å:
C  0.93  -0.32  -1.24  -0.202
C  -0.46  0.04  -1.19  -0.255
N  2.06  -0.51  -1.31  0.162
N  -0.93  1.16  -1.52  0.123
Cl  -0.22  -0.17  3.72  0.255
H  -1.14  -0.72  -0.83  0.104
H  0.02  -1.33  4.22  -0.256
H  -0.25  1.85  -1.85  0.070

total charge = 0
relative energy (zero: lowest compared OMol25 entry of this formula, charge and spin) = 129.4 kJ/mol
Kohn-Sham gap = 0.41161 hartree
spin multiplicity = 1
SMILES = [H]/N=C\C#N.Cl

---

no.,total energy (Ha)
1,-5508.94309
2,-1617.32243
3,-1954.29933
4,-647.67255